1.
Here is a molecular structure, C6H9NaO2Rb from OMol25. Energies are from ωB97M-V with the def2-TZVPD basis set.

Atoms and positions in Å:
C1 -0.74 1.12 0.00
H1 -0.53 0.46 0.85
H2 -0.30 1.06 -1.00
C2 -0.71 -1.85 -1.14
C3 0.43 -2.48 -0.56
C4 1.69 -1.90 -0.62
O1 2.48 -1.77 0.42
Na1 2.63 -3.86 1.00
H3 -0.59 -1.47 -2.16
H4 -1.68 -2.32 -0.95
H5 0.14 -3.02 0.35
H6 1.92 -1.23 -1.47
H7 -0.40 3.51 -0.30
O2 0.22 2.89 1.59
C5 -0.55 2.74 0.49
C6 -1.88 2.07 0.32
H8 -2.41 1.85 1.26
H9 -2.49 2.37 -0.54
Rb1 2.76 1.81 2.45

Output
LUMO level (spin up / spin down): -1.4 / -1.4 eV
HOMO-LUMO gap (spin up / spin down): 3.24 / 3.27 eV
2S+1: 2
Total energy: -15529.1993 eV
Expectation value of S²: 0.787
Energy above the lowest of the compared OMol25 structures with the same formula, charge and spin: 9.9 kcal per mole


2.
Here is a molecular structure, C6H9NaO4 from OMol25. Energies are from ωB97M-V with the def2-TZVPD basis set.

Atoms and positions in Å:
O1 -3.01 1.13 1.81
C1 -1.85 0.66 1.92
O2 -0.93 1.20 2.58
O3 -1.60 -0.39 1.11
C2 -0.31 -0.70 0.58
Na1 -2.51 2.58 3.50
H1 0.32 0.02 1.13
H2 -0.47 -1.78 0.71
C3 0.84 -2.55 -0.82
C4 1.06 -1.31 -1.34
H3 1.02 -2.92 0.18
H4 0.57 -3.36 -1.51
H5 1.98 -1.11 -1.91
C5 0.25 -0.15 -0.96
C6 1.05 1.14 -1.12
O4 0.20 2.25 -0.94
H6 -0.70 -0.07 -1.51
H7 1.49 1.17 -2.13
H8 1.87 1.15 -0.39
H9 0.73 3.05 -0.91

Output
LUMO level (spin up / spin down): -0.8 / -0.8 eV
HOMO-LUMO gap (spin up / spin down): 6.81 / 6.50 eV
Total energy: -18970.5766 eV
Energy above the lowest of the compared OMol25 structures with the same formula, charge and spin: 68.3 kcal per mole


3.
Here is a gas-phase ion, C6H9O (charge +1) from OMol25. Energies are from ωB97M-V with the def2-TZVPD basis set.

Atoms and positions in Å:
C1 -1.03 -0.69 -0.38
C2 -1.51 -0.51 0.87
C3 0.37 -0.16 -0.55
C4 0.96 1.09 -0.10
C5 -0.60 1.47 1.41
C6 1.21 -1.26 -1.17
O1 -1.02 0.25 1.74
H1 -1.33 -1.47 -1.08
H2 -2.33 -1.21 1.18
H3 2.04 1.19 0.14
H4 0.68 1.97 -0.71
H5 -0.25 2.05 2.27
H6 -1.18 2.00 0.64
H7 1.07 -1.04 -2.36
H8 0.60 -2.21 -1.00
H9 2.30 -1.47 -0.89

Output
LUMO level: -5.5 eV
HOMO-LUMO gap: 9.03 eV
Charge: +1
Total energy: -8404.0997 eV
Energy above the lowest of the compared OMol25 structures with the same formula, charge and spin: 63.6 kcal per mole


For each record above, in turn, the calculated max |F| values are 0.053; 0.060; 0.111 Eh/bohr.